The following is a quantum chemistry calculation of 6 unconnected molecules or ions with the total composition C39H40N7O10 in a non-equilibrium geometry, from OMol25.

Atoms and positions in Å:
N1 -1.19 5.28 -1.79
H1 -4.50 -4.12 -2.64
C1 -1.16 9.12 -5.82
N2 4.49 -4.75 7.00
H2 -1.29 -0.45 -1.94
H3 -6.15 -5.06 -1.53
C2 -0.52 8.57 -4.70
N3 -1.73 -3.27 -3.14
C3 3.99 -8.94 7.52
H4 5.49 -9.16 6.00
C4 4.91 -8.46 6.59
O1 4.41 0.91 4.14
H5 1.41 3.41 3.62
C5 -6.80 -2.79 -1.20
H6 -0.58 -5.10 -2.85
H7 -5.26 3.09 -4.48
C6 -2.32 4.67 -2.51
C7 2.39 -3.62 1.02
H8 4.06 -1.20 2.74
H9 -5.19 5.54 -4.12
C8 3.34 2.63 3.01
C9 4.40 2.74 2.10
C10 2.20 4.46 1.92
C11 2.71 -4.72 1.83
C12 -2.35 -0.94 -1.79
O2 3.82 -3.99 7.71
O3 -0.29 4.52 -1.39
C13 2.24 3.49 2.92
C14 2.88 -2.36 1.36
H10 5.17 3.80 0.38
C15 -3.42 2.72 -3.41
C16 -4.40 4.91 -3.72
H11 -0.34 -3.78 -0.63
H12 -0.90 10.10 -7.74
H13 1.35 5.13 1.85
H14 -3.32 6.57 -2.87
H15 -2.46 -5.27 -2.68
C17 0.98 9.64 -6.81
H16 1.57 10.06 -7.63
O4 2.44 1.55 4.86
C18 3.25 4.57 1.01
C19 3.53 -4.56 2.96
O5 5.29 -4.37 6.13
N4 -5.38 -2.31 -1.41
C20 4.01 -3.29 3.28
H17 2.52 -8.42 9.02
H18 3.85 -10.01 7.65
H19 -7.88 -4.76 -0.82
C21 -5.04 -0.93 -0.81
O6 1.48 -6.15 0.48
H20 2.82 -5.99 8.74
H21 -7.62 -4.45 -2.66
O7 -3.25 8.65 -4.92
C22 -2.76 -2.45 -2.39
H22 -7.09 -2.64 -0.06
C23 3.24 -8.04 8.30
H23 -3.46 1.64 -3.57
C24 -1.30 -4.43 -0.79
C25 5.08 -7.09 6.42
N5 -2.63 9.12 -5.89
C26 3.69 -2.19 2.48
H24 1.39 8.12 -3.79
H25 1.77 -3.73 0.14
N6 2.18 -6.05 1.50
C27 4.35 3.71 1.10
C28 -1.55 -4.58 -2.40
H26 4.64 -3.16 4.16
H27 -1.08 -5.53 -0.38
C29 1.62 9.08 -5.70
O8 -3.16 9.59 -6.91
C30 -2.36 3.29 -2.70
C31 4.33 -6.19 7.19
H28 -2.18 -3.53 -4.06
C32 -0.41 9.66 -6.87
O9 -1.20 6.51 -1.62
H29 3.22 5.33 0.24
N7 3.40 1.63 4.08
C33 -4.29 -3.07 -2.16
H30 2.71 9.06 -5.66
C34 -3.34 5.49 -3.02
H31 -1.58 2.64 -2.31
H32 -2.23 -4.05 -0.17
H33 3.79 -5.40 3.60
H34 -3.34 0.87 -0.49
C35 -4.43 3.53 -3.92
C36 -3.59 -0.19 -0.95
H35 2.63 -1.50 0.74
H36 -1.08 8.15 -3.87
C37 0.88 8.55 -4.65
C38 3.41 -6.67 8.13
H37 5.81 -6.73 5.69
H38 -7.52 -2.12 -1.87
H39 -5.88 -0.36 -0.21
H40 5.26 2.08 2.15
C39 -7.08 -4.35 -1.60
O10 2.46 -6.99 2.26

The calculation puts the energy at -2644.7761 Eh. The value obtained for the lowest unoccupied orbital energy is -5.0021 eV. The HOMO energy is -11.25 eV. The total charge is +1.

Atomic partial charges in e from the Mulliken method, atoms 1 to 4: 1.0694, 0.3120, 0.0079, 1.0150